Record 1
C7H11NS in the gas phase. Source: the Open Molecules 2025 dataset; level of theory: ωB97M-V/def2-TZVPD.

Values from the calculation:
<S²>: 2.014
Kohn-Sham gap (spin up / spin down) in eV: 5.39 / 7.14
Maximum force in eV/A: 4.74
Multiplicity: 3

Element x y z (Å)
C: -1.64 1.89 0.68
H: -2.73 -0.01 1.24
H: 1.53 -3.50 -0.74
H: -1.96 2.20 1.80
H: 2.85 -2.29 -1.08
H: -2.75 0.51 -0.47
H: 0.49 2.60 0.76
S: -0.53 -1.98 0.43
C: -0.85 -0.33 0.30
H: 1.94 0.10 -0.92
C: 0.24 0.42 0.30
C: 1.78 -2.53 -1.02
H: 2.29 0.01 0.90
H: -0.35 2.16 -0.81
H: -2.20 2.69 0.11
C: -0.16 1.87 0.16
N: 1.19 -1.70 -0.04
H: 1.42 -2.31 -2.10
C: 1.51 -0.22 0.04
C: -2.08 0.43 0.46

Record 2
A gas-phase ion, C7H11O (charge +1). Source: the Open Molecules 2025 dataset; level of theory: ωB97M-V/def2-TZVPD.

Values from the calculation:
Net charge: +1
Kohn-Sham gap (spin up / spin down) in eV: 5.49 / 6.58
Maximum force in eV/A: 6.50

Element x y z (Å)
C: 1.56 2.04 0.82
H: -0.41 -3.01 0.22
C: -0.64 -0.53 -0.88
C: -1.36 -2.44 0.22
C: 0.90 1.01 0.06
H: 1.47 2.04 1.94
H: 1.33 3.15 0.57
C: -1.43 -1.03 0.37
C: -0.41 0.99 -0.70
H: -0.81 -0.69 1.07
H: -1.16 -0.71 -1.79
H: -0.25 1.38 -1.82
H: -2.13 -3.11 -0.04
C: 1.43 -0.23 -0.14
H: 2.32 -0.70 0.16
O: 0.60 -1.10 -0.78
H: -2.50 -0.49 0.35
H: 2.60 1.80 0.59
H: -1.12 1.63 -0.22

Record 3
A molecular structure, C7H11P. Source: the Open Molecules 2025 dataset; level of theory: ωB97M-V/def2-TZVPD.

Values from the calculation:
Kohn-Sham gap in eV: 8.38
Maximum force in eV/A: 6.07

Element x y z (Å)
H: -4.08 0.15 0.16
H: -0.82 -1.44 1.34
H: -0.45 1.21 -2.23
H: 2.67 0.43 -1.08
C: -0.07 0.01 -0.63
H: 4.35 0.25 0.53
C: -1.82 0.02 0.34
C: 0.93 0.31 0.25
P: -3.06 0.83 -0.43
H: -1.28 -0.44 -2.26
H: 0.63 -0.31 -2.60
H: -2.65 -1.51 1.10
C: -0.24 0.09 -2.06
H: 3.26 0.53 1.83
C: 2.27 0.45 -0.07
C: 3.38 0.43 0.76
C: -1.77 -0.99 1.45
H: -1.99 -0.36 2.31
H: 0.74 0.33 1.30

Record 4
2 unconnected molecules or ions with the total composition C7H11PSi. Source: the Open Molecules 2025 dataset; level of theory: ωB97M-V/def2-TZVPD.

Values from the calculation:
Kohn-Sham gap (spin up / spin down) in eV: 6.92 / 6.58
Maximum force in eV/A: 4.33

Element x y z (Å)
H: -3.57 0.61 -0.51
H: 1.94 2.99 0.75
H: -0.22 1.91 1.08
H: -4.04 2.03 1.02
H: -2.47 -2.93 -0.54
P: -3.11 1.87 -0.17
H: 3.65 1.88 -0.62
H: -1.59 -0.91 1.97
H: 1.34 -1.82 -0.44
C: 0.57 1.30 0.62
H: -1.03 -2.18 -1.40
C: -1.49 -2.44 -0.45
H: 3.29 -0.51 -1.37
H: -0.86 -3.14 0.02
C: 2.82 1.17 -0.31
C: 1.79 1.86 0.42
C: 2.54 -0.08 -0.67
C: 1.38 -0.77 -0.28
C: 0.35 -0.04 0.27
Si: -1.29 -0.82 0.58